1.
Formula: C28H27F6MoN4O4S4Si2
Source: the OMol25 dataset
Level of theory: ωB97M-V/def2-TZVPD

Geometry as XYZ:
```
76
Properties=species:S:1:pos:R:3:forces:R:3
Mo -0.4536 -0.7818 0.3831 -0.62 -0.46 -0.51
C 3.1059 0.2203 1.1244 0.11 0.09 -0.09
Si 1.5690 -0.5402 1.9459 -0.13 0.29 0.03
C 2.2388 -2.1517 2.6498 0.09 -0.19 0.01
C 1.3066 0.6300 3.3990 0.16 -0.02 0.18
C 2.2540 0.8097 4.4171 -0.05 0.02 -0.01
C 2.0508 1.7403 5.4223 -0.04 0.01 -0.03
C 0.8904 2.5138 5.4217 0.03 -0.04 -0.03
C -0.0511 2.3396 4.4209 0.05 -0.05 -0.03
C 0.1429 1.3972 3.3996 -0.08 0.17 0.18
Si -1.1657 1.0263 2.0804 0.26 0.06 0.19
C -1.5911 2.7074 1.3345 -0.08 0.08 -0.17
C -2.6496 0.5525 3.1393 -0.16 -0.10 0.06
H 3.8599 0.3754 1.9025 0.00 -0.01 -0.03
H 2.8971 1.1974 0.6782 0.00 -0.01 0.04
H 3.5412 -0.4279 0.3584 0.03 0.03 0.02
H 3.2091 -1.9710 3.1252 -0.02 -0.03 0.00
H 2.3727 -2.9060 1.8687 0.01 0.02 0.02
H 1.5537 -2.5689 3.3882 0.03 0.00 0.00
H 3.1642 0.2154 4.4246 -0.02 0.00 0.00
H 2.7896 1.8681 6.2056 -0.01 0.01 0.00
H 0.7247 3.2447 6.2053 0.01 -0.01 0.00
H -0.9562 2.9403 4.4389 0.01 -0.01 -0.01
H -1.8200 3.4019 2.1496 0.02 0.01 -0.02
H -2.4699 2.6646 0.6857 0.03 0.01 0.02
H -0.7652 3.1261 0.7536 -0.03 0.00 0.01
H -3.0413 1.4484 3.6332 0.00 -0.03 0.03
H -2.3278 -0.1555 3.9063 -0.03 0.01 0.00
H -3.4537 0.0865 2.5723 0.01 0.02 0.01
S -0.9714 -2.4256 1.9713 -0.02 0.10 -0.08
C -1.9875 -3.6079 1.1345 0.02 -0.01 0.08
C -2.7313 -4.4996 1.9091 0.00 0.00 -0.03
C -3.5244 -5.4643 1.3125 0.02 0.03 -0.02
C -3.5720 -5.5483 -0.0766 0.01 0.01 0.03
C -2.8323 -4.6703 -0.8481 0.02 0.03 -0.02
C -2.0331 -3.6831 -0.2610 0.02 0.02 -0.05
S -1.1059 -2.5780 -1.2571 -0.03 -0.04 0.20
H -2.6862 -4.4171 2.9888 0.01 0.00 -0.01
H -4.1076 -6.1411 1.9247 0.00 0.00 0.00
H -4.1964 -6.2922 -0.5568 0.00 0.00 0.00
H -2.8789 -4.7186 -1.9294 0.00 0.00 0.01
F -2.0820 -0.5476 -3.6955 -0.04 0.01 -0.04
C -2.0926 0.7739 -3.7007 -0.04 -0.03 0.03
F -0.9761 1.2096 -4.3076 0.02 -0.04 -0.03
F -3.1456 1.2059 -4.3906 0.03 0.01 -0.06
S -2.1313 1.4656 -1.9940 -0.04 0.13 0.37
O -1.0648 0.7084 -1.3423 0.01 0.15 0.18
O -1.9100 2.8639 -2.1972 0.07 -0.12 0.01
N -3.5467 1.2024 -1.4205 -0.03 -0.28 -0.24
S -3.9925 -0.1891 -0.7748 0.50 -0.07 0.15
O -4.4879 -1.1418 -1.7186 0.04 0.15 0.13
O -3.0955 -0.6228 0.2783 -0.28 0.12 -0.31
C -5.4696 0.4282 0.1277 -0.06 -0.01 -0.01
F -5.8955 -0.5602 0.9155 -0.08 0.07 -0.01
F -6.4416 0.7522 -0.7255 0.00 -0.01 0.05
F -5.1901 1.4893 0.8776 0.02 -0.04 0.03
N 5.7844 4.6072 -6.4479 0.02 0.03 -0.03
C 5.2443 3.8510 -5.7726 -0.19 -0.26 0.23
C 4.5676 2.8936 -4.9226 0.20 0.31 -0.26
C 3.3186 3.1915 -4.3906 -0.13 -0.01 0.08
C 2.6724 2.2750 -3.5813 -0.03 0.10 -0.12
C 3.2819 1.0591 -3.2925 -0.16 -0.21 0.16
C 4.5255 0.7560 -3.8260 0.20 0.08 -0.07
C 5.1662 1.6729 -4.6415 0.05 -0.18 0.05
N 2.6291 0.1204 -2.4555 0.13 0.05 -0.12
C 2.8696 -1.2454 -2.3561 -0.01 0.10 -0.10
C 1.9879 -1.7216 -1.4506 -0.11 0.19 0.16
N 1.2181 -0.6693 -0.9738 0.27 -0.43 -0.27
C 1.6274 0.4042 -1.5931 0.04 0.10 0.04
H 2.8434 4.1353 -4.6199 0.01 -0.01 0.00
H 1.6842 2.5059 -3.2097 -0.02 -0.02 0.02
H 5.0123 -0.1800 -3.5930 -0.02 0.00 0.02
H 6.1389 1.4427 -5.0541 -0.01 0.00 0.00
H 3.5933 -1.7561 -2.9628 0.00 0.03 -0.02
H 1.8220 -2.7273 -1.1107 -0.03 0.00 0.00
H 1.2362 1.3898 -1.4237 0.02 0.04 -0.02
```
Positions in Å, forces in eV/Å.

Results
HOMO (spin up / spin down): -4.29 / -4.75 eV
Multiplicity: 3
F_max: 0.0179 Eh/bohr
DFT total energy: -4442.47252 a.u.
E_LUMO (spin up / spin down): 1.4 / 1.3 eV
Net charge: -1

***

2.
Formula: C34H94N8O10
Source: the OMol25 dataset
Level of theory: ωB97M-V/def2-TZVPD

Geometry as XYZ:
```
146
Properties=species:S:1:pos:R:3:forces:R:3
C 3.6071 -6.4645 -0.9338 -0.71 -0.17 0.13
O 4.1354 -7.7678 -0.7773 0.39 -0.06 0.89
C 4.3694 -8.1323 0.6039 -0.72 0.16 -0.22
C 4.7369 -9.6233 0.6704 -0.88 -1.94 0.94
C 3.5161 -10.5828 0.3054 0.16 1.14 -0.52
N 5.0966 -10.1441 2.0461 -0.25 1.34 -0.27
H 3.1530 -6.4047 -1.9229 0.39 0.03 -0.11
H 4.2919 -5.6345 -0.7600 0.58 -0.19 -0.21
H 2.7855 -6.2638 -0.2461 -0.25 -0.28 0.33
H 5.0786 -7.4537 1.0779 0.82 -0.18 -0.23
H 3.4741 -7.8952 1.1786 -0.52 -0.45 0.03
H 5.5935 -9.7716 0.0127 -0.19 -0.07 -0.43
H 2.6432 -10.4061 0.9338 0.27 0.39 0.43
H 3.7102 -11.6483 0.4282 0.55 0.10 -0.10
H 3.1268 -10.4137 -0.6986 0.36 -0.02 -0.23
H 5.4367 -11.0944 2.0117 -0.15 -0.08 -0.36
H 5.8305 -9.6148 2.4949 0.13 0.28 -0.08
C 1.1592 -1.0169 8.1085 -2.20 0.24 -1.09
O 1.3444 -1.2679 6.7166 0.74 0.12 0.08
C 1.4645 -0.1138 5.8899 -0.59 0.76 1.43
C 2.8328 0.0368 5.3344 1.46 -1.50 0.59
C 3.9761 0.0924 6.4738 -1.72 -0.47 -1.10
N 2.9792 1.1616 4.4517 0.52 0.61 0.29
H 0.7085 -1.9332 8.4898 1.05 -0.26 0.51
H 0.2747 -0.3825 8.1649 -0.07 0.65 0.22
H 1.9395 -0.5015 8.6685 0.45 -0.60 -0.16
H 0.6512 -0.1125 5.1642 0.22 -0.29 -0.46
H 1.3067 0.8054 6.4542 -0.32 0.13 0.47
H 3.0026 -0.8610 4.7400 0.37 -0.59 0.20
H 3.9954 -0.8900 6.9454 0.07 0.09 0.12
H 3.7528 0.8517 7.2233 -0.03 0.08 -0.08
H 4.9585 0.2859 6.0431 -0.07 0.04 -0.12
H 2.5941 0.9545 3.5413 -0.17 0.02 -0.17
H 3.9828 1.0992 4.3567 0.25 0.97 -0.80
C -1.7481 8.1719 5.9526 -1.24 -0.05 0.17
O -1.6199 7.2295 4.9382 0.86 -0.85 -0.84
C -2.8115 6.9347 4.1754 2.08 -0.04 0.24
C -2.3398 5.9629 3.0679 1.28 0.45 -0.37
C -1.4686 6.5889 1.9134 0.11 -0.35 1.14
N -3.4480 5.2209 2.5423 -0.75 -0.05 -0.35
H -2.0243 9.1167 5.4843 -0.15 0.40 0.45
H -0.8929 8.3023 6.6158 0.55 -0.27 -0.73
H -2.5137 7.7941 6.6303 -0.57 0.48 0.22
H -3.5370 6.4962 4.8606 -0.30 -0.16 -0.28
H -3.1744 7.8628 3.7338 -0.36 0.15 -0.05
H -1.6345 5.2328 3.4649 -0.18 0.07 0.75
H -0.5552 6.9446 2.3903 -0.09 0.69 -0.16
H -1.9537 7.3147 1.2608 -0.09 0.27 0.33
H -1.0897 5.8000 1.2637 -0.32 -0.33 -0.04
H -3.9610 5.9200 2.0244 -0.73 -0.06 -0.28
H -3.0398 4.6487 1.8170 -0.23 -0.48 -0.22
C 7.5906 -0.1719 0.6392 -0.20 0.98 -0.73
O 7.2604 1.2287 0.3626 0.09 -1.30 0.23
C 8.2294 2.0256 -0.3084 -0.57 0.93 0.01
C 8.3561 2.0228 -1.8386 -1.06 -0.83 -1.54
C 8.6731 0.6624 -2.4971 -0.69 -0.46 1.75
N 9.3589 2.9722 -2.2494 1.16 -0.07 0.32
H 7.6030 -0.6894 -0.3201 0.68 -0.24 0.15
H 6.8351 -0.7071 1.2143 -0.57 0.82 0.07
H 8.4840 -0.2606 1.2574 0.43 0.08 -0.47
H 7.8721 3.0425 -0.1456 -0.01 0.09 0.31
H 9.2087 2.0230 0.1701 0.32 -0.59 0.04
H 7.4699 2.4617 -2.2970 -0.69 -0.48 0.40
H 9.4696 0.2615 -1.8702 0.27 -0.41 -0.14
H 8.9907 0.5783 -3.5364 -0.21 0.67 -0.03
H 7.8033 0.0268 -2.3315 0.05 -0.33 -0.27
H 9.3442 2.8853 -3.2556 -0.11 0.63 -0.43
H 10.1849 2.4197 -2.0689 1.10 0.51 0.34
C 0.9388 -2.2142 -6.6440 1.26 0.00 -0.56
O 0.5214 -3.3968 -6.0282 -2.66 -0.51 -1.40
C -0.7562 -3.7878 -6.6932 0.87 -0.75 2.22
C -1.9499 -2.9868 -6.2344 -0.10 0.15 2.18
C -2.3334 -3.0866 -4.7256 1.53 0.09 0.27
N -3.1053 -3.4300 -6.9549 -1.15 1.16 -1.31
H 0.4006 -1.2986 -6.3988 -0.05 -0.01 0.55
H 0.8684 -2.3009 -7.7282 0.01 -0.07 -0.28
H 2.0035 -2.1578 -6.4172 -0.03 0.58 0.13
H -0.7036 -3.8918 -7.7770 0.35 0.63 -0.07
H -0.9802 -4.7935 -6.3377 0.33 -0.29 0.10
H -1.8174 -1.9096 -6.3356 0.10 0.04 -0.88
H -3.2075 -2.4975 -4.4481 -0.41 -0.22 -0.58
H -1.5840 -2.6329 -4.0771 0.48 -0.28 0.02
H -2.4508 -4.1309 -4.4364 -0.16 -0.02 0.11
H -3.7108 -2.6585 -6.7135 -0.90 0.04 -0.77
H -3.6069 -4.2036 -6.5426 0.54 -0.51 0.31
C -2.3445 -4.8244 2.6249 -0.51 -0.86 0.60
O -3.7315 -4.7359 2.3384 0.16 0.00 -0.69
C -4.0497 -3.4143 1.9552 -1.69 -0.42 0.31
C -5.5835 -3.2616 1.5919 0.78 -1.59 -1.14
C -5.9453 -4.1521 0.4172 0.23 -1.07 -0.19
N -5.8222 -1.8747 1.2379 0.76 0.18 0.97
H -1.6909 -4.3422 1.8980 -0.16 0.19 -0.17
H -2.1088 -5.8881 2.6570 0.07 0.02 -0.07
H -2.1711 -4.4321 3.6270 0.28 0.29 0.05
H -3.8804 -2.8110 2.8471 0.30 0.71 -0.11
H -3.4167 -3.1474 1.1090 -0.06 0.49 -0.09
H -6.1746 -3.6400 2.4259 0.05 0.26 0.47
H -5.8920 -5.2005 0.7108 0.09 -0.10 0.17
H -5.2476 -4.0675 -0.4160 0.02 0.37 -0.07
H -6.9588 -4.0349 0.0335 -0.04 0.46 0.12
H -6.7838 -1.6132 1.4017 -0.29 -0.14 -0.16
H -5.3276 -1.4553 2.0123 0.04 1.29 -0.02
C 1.1587 -0.7555 -0.3442 1.01 -0.51 0.36
O 0.9736 0.5442 0.0989 -0.80 1.49 -0.36
C -0.3617 0.9456 0.3885 -0.50 0.15 -0.95
C -1.3362 0.8917 -0.7958 -0.90 -1.04 -0.75
C -0.8914 1.5344 -2.0546 1.69 0.99 -1.17
N -2.7121 1.4277 -0.5565 0.70 -0.47 0.43
H 0.6982 -1.0506 -1.2870 -0.46 0.20 0.02
H 0.9178 -1.4389 0.4701 -0.30 -0.47 -0.11
H 2.2345 -0.8198 -0.5076 0.06 -0.22 -0.02
H -0.7726 0.2749 1.1430 -0.05 0.29 0.57
H -0.3360 2.0041 0.6476 0.25 -0.17 0.69
H -1.3951 -0.1465 -1.1224 -0.31 -0.58 0.49
H -0.3678 2.4805 -1.9178 -0.04 0.20 0.18
H -1.6906 1.7342 -2.7683 -0.19 -0.13 0.15
H -0.1841 0.8971 -2.5855 0.15 -0.02 -0.01
H -3.1040 1.4037 -1.4871 -0.30 0.41 -0.08
H -3.2780 0.7327 -0.0909 -0.03 -0.11 0.62
C -4.4014 3.8897 -5.9227 0.54 -0.59 -0.82
O -3.3960 4.8142 -5.6531 0.88 1.67 -0.67
C -2.8272 5.4822 -6.8490 -0.30 -0.73 1.11
C -1.5687 6.1948 -6.4005 0.40 -0.32 0.70
C -0.8007 6.8399 -7.5557 -0.61 -0.23 0.57
N -0.7229 5.2098 -5.6709 -0.16 0.35 -0.73
H -5.3684 4.3586 -6.1053 -0.12 -0.07 -0.08
H -4.4684 3.1326 -5.1415 -0.05 0.40 0.40
H -4.0350 3.3335 -6.7855 -0.64 -0.28 -0.48
H -2.6000 4.7295 -7.6039 0.23 -0.35 0.06
H -3.5068 6.1754 -7.3447 -0.43 0.16 0.40
H -1.8190 6.9509 -5.6563 -0.52 0.44 -0.24
H -1.4330 7.5415 -8.0998 -0.13 -0.13 -0.14
H -0.4661 6.0321 -8.2064 0.33 0.28 -0.13
H 0.0060 7.4472 -7.1451 0.30 -0.31 -0.18
H -1.3066 4.8702 -4.9199 0.00 -0.27 0.15
H 0.0203 5.7357 -5.2337 0.29 -0.05 0.08
O -7.2062 4.0582 3.7852 -0.09 0.42 0.65
C -7.7152 2.7895 4.1270 0.55 -1.55 -0.54
C -6.6658 1.9361 4.8834 0.05 1.26 -0.21
O -5.5219 1.6457 4.0567 -0.93 -0.03 0.30
H -6.4208 3.9187 3.2511 0.04 0.20 -0.23
H -8.6338 2.8535 4.7102 0.13 0.45 0.02
H -7.9343 2.2929 3.1818 -0.37 -0.41 -0.02
H -7.0511 1.0245 5.3402 0.00 -0.03 -0.37
H -6.3378 2.6186 5.6675 0.11 -0.21 0.51
H -5.2010 2.5216 3.8302 0.63 -0.04 -0.15
```
Positions in Å, forces in eV/Å.

Results
HOMO: -9.27 eV
SMILES string: COC[C@H](C)N.COC[C@H](C)N.COC[C@H](C)N.COC[C@H](C)N.COC[C@H](C)N.COC[C@H](C)N.COC[C@H](C)N.COC[C@H](C)N.OCCO
F_max: 0.0592 Eh/bohr
DFT total energy: -2541.90594 a.u.
E_LUMO: 0.2 eV
Net charge: 0

***

3.
Formula: C5H6O7S2
Source: the OMol25 dataset
Level of theory: ωB97M-V/def2-TZVPD

Geometry as XYZ:
```
20
Properties=species:S:1:pos:R:3:forces:R:3
C -0.2794 -0.6062 0.5124 2.42 -1.26 0.70
C 1.8897 -1.3077 -0.1425 1.84 -1.08 1.14
C 0.8075 -0.4718 -0.3911 -1.93 0.01 2.53
C 0.6490 0.5255 -1.4215 -1.55 0.61 -1.07
C -2.4912 0.8283 2.5745 -1.65 -0.06 0.92
O -3.6204 0.5412 5.0806 0.04 0.06 -2.70
O -3.7653 -0.6076 0.5053 0.50 0.36 0.64
O 2.8986 -1.5268 -0.8325 0.07 0.42 -0.76
O -5.0903 1.6735 3.4819 2.70 -1.34 -0.55
O -4.3888 -0.6414 3.0224 0.08 -0.70 -0.55
O -1.2869 0.1063 0.6502 -0.16 -0.24 -1.18
O -2.4175 -1.8672 2.1521 0.43 0.67 -0.61
S -3.9345 0.6842 3.6099 -2.74 2.24 4.39
S -2.9636 -0.5995 1.7146 -0.29 -1.81 -0.04
H -0.0637 -1.4743 1.1821 -0.91 0.43 0.12
H 2.0055 -1.8126 0.8916 -1.19 0.43 -0.90
H 0.8471 -0.0264 -2.3316 -0.11 0.59 -0.93
H -0.4233 0.9050 -1.3324 1.23 -0.60 -0.58
H 1.2531 1.4139 -1.3551 0.72 0.29 0.02
H -2.8208 1.5817 1.8888 0.49 0.99 -0.59
```
Positions in Å, forces in eV/Å.

Results
HOMO: -1.70 eV
F_max: 0.1097 Eh/bohr
DFT total energy: -1517.09722 a.u.
E_LUMO: 5.7 eV
Net charge: -2